1.
186
Properties=species:S:1:pos:R:3:lowdin_charge:R:1 method="wB97M-V/def2-TZVPD" de_lowest_ev=1.589 multiplicity=1 fmax_ev_per_a=6.13 homo_lumo_gap_ev=9.500
C 1.820 -1.171 -1.919 -0.042
C 1.895 0.005 -0.962 -0.163
N 1.183 -0.242 0.299 -0.011
C -0.242 -0.122 0.368 0.033
C -0.576 -0.372 1.619 0.006
N 0.628 -0.682 2.281 -0.010
C 1.658 -0.514 1.427 -0.078
C 0.670 -1.023 3.732 0.034
H 2.689 -1.054 -2.589 0.071
H 0.943 -1.111 -2.557 0.057
H 1.887 -2.143 -1.415 0.055
H 1.618 0.922 -1.392 0.105
H 2.911 0.226 -0.611 0.100
H -0.863 0.232 -0.441 0.122
H -1.532 -0.476 2.120 0.128
H 2.704 -0.583 1.686 0.153
H 0.570 -0.119 4.313 0.078
H 1.609 -1.499 3.952 0.072
H -0.230 -1.543 3.993 0.059
C 0.908 2.762 5.095 -0.040
C 0.634 3.507 3.757 -0.133
N 0.602 4.976 3.804 -0.033
C -0.581 5.658 4.097 0.032
C -0.254 6.972 4.041 0.021
N 1.067 7.049 3.538 -0.057
C 1.539 5.798 3.517 -0.039
C 1.761 8.304 3.307 0.005
H 1.761 2.123 5.026 0.041
H -0.007 2.240 5.413 0.074
H 1.215 3.505 5.856 0.091
H -0.294 3.237 3.277 0.098
H 1.457 3.428 3.015 0.085
H -1.380 5.108 4.492 0.121
H -0.748 7.894 4.253 0.125
H 2.564 5.558 3.291 0.148
H 1.081 9.044 2.955 0.086
H 2.461 8.305 2.486 0.101
H 2.276 8.693 4.174 0.100
C 0.827 -6.336 -1.151 -0.050
C 0.426 -4.947 -1.541 -0.156
N 0.312 -4.764 -3.022 0.001
C 1.391 -4.826 -3.904 0.014
C 0.898 -4.622 -5.145 -0.024
N -0.445 -4.484 -5.043 -0.067
C -0.758 -4.560 -3.765 -0.054
C -1.303 -4.097 -6.159 0.016
H 1.031 -6.373 -0.051 0.084
H 1.746 -6.615 -1.641 0.075
H 0.010 -7.021 -1.390 0.090
H 1.052 -4.156 -1.139 0.077
H -0.570 -4.738 -1.169 0.128
H 2.322 -4.892 -3.387 0.118
H 1.404 -4.481 -6.085 0.136
H -1.751 -4.470 -3.342 0.152
H -0.905 -4.460 -7.099 0.098
H -1.463 -3.033 -6.196 0.085
H -2.266 -4.634 -6.128 0.110
C -1.053 -6.369 6.529 0.014
C 0.260 -5.919 6.028 -0.384
O 1.169 -6.604 5.702 0.161
N 0.532 -4.400 5.837 0.095
H 0.165 -4.244 4.860 0.085
H -0.088 -3.864 6.403 0.104
C 1.994 -4.003 5.795 0.041
H -1.269 -5.991 7.556 0.106
H -1.255 -7.441 6.471 0.109
H -1.808 -5.827 5.912 0.071
H 2.569 -4.615 6.465 0.101
H 2.011 -2.974 6.046 0.088
H 2.300 -4.115 4.765 0.052
C 2.784 0.092 -5.843 0.039
C 3.472 1.145 -4.977 -0.377
O 3.684 1.084 -3.817 0.174
N 3.820 2.441 -5.749 0.077
H 4.147 2.152 -6.638 0.114
H 2.875 2.998 -5.887 0.111
C 4.827 3.427 -5.135 0.038
H 3.479 -0.134 -6.667 0.101
H 1.870 0.414 -6.317 0.088
H 2.580 -0.741 -5.177 0.085
H 4.439 3.825 -4.204 0.083
H 4.943 4.276 -5.772 0.092
H 5.727 2.869 -4.913 0.099
C -4.138 4.920 -1.500 0.016
C -4.968 3.748 -2.045 -0.343
O -5.989 3.849 -2.710 0.147
N -4.498 2.399 -1.571 0.098
H -5.027 2.261 -0.690 0.148
H -4.790 1.629 -2.274 0.057
C -3.035 2.212 -1.216 -0.006
H -4.733 5.779 -1.724 0.086
H -3.207 5.071 -2.035 0.092
H -3.936 4.803 -0.447 0.071
H -2.490 3.040 -0.755 0.103
H -2.482 1.774 -2.012 0.058
H -3.100 1.427 -0.486 0.042
C 4.924 -3.391 -1.412 -0.698
F 5.637 -4.483 -1.477 0.158
F 5.358 -2.631 -2.421 0.135
F 3.706 -3.718 -1.803 0.110
S 4.949 -2.645 0.278 0.536
O 6.265 -2.283 0.532 -0.217
O 3.965 -1.645 0.100 -0.284
N 4.506 -3.787 1.248 -0.277
S 3.021 -4.005 1.736 0.642
O 2.817 -3.302 3.018 -0.334
O 2.000 -3.910 0.747 -0.289
C 3.144 -5.852 2.247 -0.676
F 4.139 -6.032 3.072 0.167
F 2.101 -6.393 2.827 0.155
F 3.343 -6.626 1.156 0.110
C 4.004 3.356 -0.601 -0.649
F 2.916 3.423 -1.429 0.099
F 4.581 2.203 -0.885 0.139
F 4.844 4.348 -0.978 0.125
S 3.519 3.374 1.132 0.561
O 2.954 4.635 1.348 -0.269
O 2.563 2.275 1.160 -0.278
N 4.866 3.162 1.841 -0.283
S 4.997 3.118 3.374 0.645
O 6.034 3.974 3.915 -0.277
O 3.650 3.144 4.029 -0.345
C 5.599 1.387 3.692 -0.768
F 4.599 0.562 3.403 0.136
F 6.530 1.150 2.849 0.198
F 5.972 1.268 4.925 0.195
C -3.402 2.748 3.133 -0.615
F -3.879 3.189 4.291 0.114
F -3.356 3.822 2.311 0.099
F -2.165 2.406 3.554 0.089
S -4.527 1.416 2.414 0.543
O -3.853 0.878 1.242 -0.335
O -4.673 0.529 3.474 -0.230
N -5.734 2.175 1.830 -0.297
S -6.866 3.059 2.526 0.579
O -7.961 2.243 2.882 -0.239
O -6.317 3.930 3.501 -0.261
C -7.257 4.154 1.150 -0.683
F -8.038 3.621 0.233 0.162
F -7.963 5.285 1.526 0.098
F -6.124 4.627 0.718 0.143
C -1.871 -5.918 2.611 -0.585
F -1.038 -6.726 3.362 0.091
F -1.797 -6.347 1.338 0.128
F -3.135 -6.264 2.898 0.117
S -1.604 -4.144 3.057 0.553
O -0.195 -4.062 3.266 -0.303
O -2.119 -3.345 2.002 -0.232
N -2.296 -4.180 4.434 -0.301
S -3.196 -2.945 4.998 0.634
O -2.963 -1.717 4.323 -0.263
O -4.509 -3.469 5.219 -0.255
C -2.514 -2.794 6.755 -0.671
F -2.551 -3.937 7.375 0.163
F -1.268 -2.381 6.602 0.105
F -3.061 -1.864 7.569 0.149
C -0.048 3.034 -4.726 -0.574
F -0.936 2.558 -5.610 0.120
F -0.882 3.176 -3.617 0.082
F 0.823 2.024 -4.542 0.106
S 0.840 4.533 -5.366 0.582
O -0.180 5.501 -5.618 -0.236
O 1.919 4.732 -4.443 -0.284
N 1.632 3.971 -6.601 -0.345
S 1.089 3.986 -8.118 0.630
O 0.100 2.943 -8.292 -0.280
O 0.901 5.270 -8.650 -0.241
C 2.676 3.306 -8.960 -0.654
F 2.678 2.035 -8.762 0.150
F 2.814 3.476 -10.316 0.116
F 3.804 3.814 -8.466 0.121
C -2.214 -1.562 -3.346 -0.518
F -0.908 -1.833 -3.839 0.037
F -2.127 -2.070 -2.062 0.081
F -2.211 -0.213 -3.234 0.094
S -3.674 -2.151 -4.282 0.454
O -3.567 -1.453 -5.465 -0.211
O -3.564 -3.536 -4.258 -0.269
N -4.818 -1.898 -3.290 -0.277
S -5.852 -0.656 -3.301 0.769
O -5.022 0.597 -3.212 -0.330
O -6.868 -0.630 -4.346 -0.259
C -6.599 -0.799 -1.607 -0.777
F -7.265 -1.891 -1.517 0.204
F -5.576 -0.901 -0.802 0.170
F -7.385 0.191 -1.317 0.206


2.
108
Properties=species:S:1:pos:R:3:lowdin_charge:R:1 method="wB97M-V/def2-TZVPD" de_lowest_ev=0.000 multiplicity=1 fmax_ev_per_a=4.78 homo_lumo_gap_ev=5.753
Re 10.778 14.012 10.305 0.761
C 9.897 17.924 11.898 -0.244
Sb 9.875 15.704 12.288 1.339
C 11.011 16.060 14.119 -0.274
C 7.793 15.797 13.015 -0.306
C 6.724 16.658 12.428 -0.277
C 6.102 17.616 13.213 -0.056
C 5.191 18.493 12.655 -0.099
C 4.823 18.399 11.322 -0.091
C 5.330 17.391 10.504 -0.044
C 6.246 16.462 11.099 -0.304
C 6.586 15.265 10.356 -0.305
Sb 8.511 15.368 9.246 1.291
C 8.169 17.478 8.756 -0.274
C 7.549 14.644 7.383 -0.307
H 10.311 18.469 12.751 0.006
H 8.884 18.301 11.716 -0.008
H 10.521 18.139 11.031 -0.004
H 10.346 16.642 14.763 0.006
H 11.871 16.681 13.758 0.027
H 11.350 15.157 14.559 -0.018
H 8.019 16.112 14.033 0.045
H 7.541 14.744 13.086 0.047
H 6.372 17.748 14.285 0.126
H 4.797 19.266 13.284 0.096
H 4.134 19.141 10.902 0.106
H 5.025 17.263 9.445 0.118
H 5.883 15.092 9.498 0.072
H 6.728 14.365 10.967 0.057
H 8.280 18.163 9.606 -0.006
H 7.134 17.577 8.346 0.017
H 8.845 17.779 7.954 0.001
H 7.193 15.558 6.824 0.013
H 6.745 13.936 7.611 -0.005
H 8.337 14.103 6.793 -0.023
C 11.972 13.218 11.846 -0.309
H 12.480 13.882 12.527 0.044
H 12.698 12.546 11.335 0.069
Cl 6.873 7.463 13.735 0.723
C 8.116 8.590 13.734 -0.727
C 7.875 9.903 13.307 -0.102
C 8.911 10.804 13.167 -0.007
C 10.224 10.376 13.483 -0.113
C 10.441 9.149 14.109 -0.035
C 9.406 8.221 14.126 -0.098
C 11.428 11.207 13.059 -0.421
O 12.592 10.871 13.246 0.100
O 10.986 12.406 12.592 -0.154
H 6.807 10.132 13.068 0.115
H 8.814 11.760 12.658 0.107
H 11.434 8.878 14.382 0.111
H 9.588 7.196 14.494 0.118
C 11.785 7.981 11.440 -0.029
C 12.267 8.455 10.088 -0.650
C 11.706 7.623 8.962 -0.028
C 13.786 8.411 10.114 -0.008
O 11.791 9.785 9.939 -0.089
Si 11.770 11.041 8.851 0.065
O 10.949 12.225 9.602 -0.429
O 13.300 11.549 8.554 -0.115
C 14.282 11.716 7.492 -0.613
C 13.985 13.048 6.793 -0.010
C 15.610 11.736 8.213 -0.039
C 14.209 10.453 6.624 -0.022
O 11.127 10.693 7.392 -0.106
C 9.920 10.523 6.633 -0.619
C 10.051 9.196 5.847 -0.022
C 8.695 10.438 7.506 -0.026
C 9.838 11.710 5.677 -0.025
H 11.955 6.904 11.467 0.091
H 10.704 8.068 11.473 0.087
H 12.252 8.444 12.307 0.071
H 11.947 6.562 9.149 0.092
H 12.080 7.913 7.984 0.082
H 10.596 7.683 8.955 0.096
H 14.065 7.362 10.051 0.094
H 14.184 8.922 10.995 0.102
H 14.132 8.942 9.272 0.036
H 13.790 13.828 7.540 0.070
H 13.094 13.000 6.155 0.081
H 14.872 13.365 6.200 0.095
H 15.587 12.563 8.959 0.100
H 16.468 11.807 7.533 0.090
H 15.711 10.816 8.810 0.082
H 13.209 10.347 6.188 0.067
H 14.365 9.554 7.277 0.089
H 14.909 10.447 5.799 0.081
H 9.843 8.303 6.456 0.084
H 10.979 9.174 5.296 0.079
H 9.329 9.123 5.075 0.065
H 8.674 9.498 8.046 0.082
H 7.807 10.571 6.864 0.098
H 8.699 11.280 8.210 0.080
H 10.761 11.747 5.066 0.093
H 9.756 12.655 6.224 0.065
H 8.996 11.637 5.001 0.082
C 11.897 15.179 9.481 -0.234
C 12.622 16.219 8.890 -0.330
C 12.368 16.618 7.545 -0.051
C 12.899 17.802 7.084 -0.103
C 13.753 18.580 7.845 -0.094
C 14.150 18.118 9.097 -0.080
C 13.595 16.944 9.649 -0.016
H 11.687 15.989 6.922 0.127
H 12.650 18.075 6.068 0.102
H 14.173 19.510 7.450 0.107
H 14.842 18.768 9.616 0.099
H 13.906 16.711 10.641 0.099


3.
112
Properties=species:S:1:pos:R:3:nbo_charge:R:1 method="wB97M-V/def2-TZVPD" multiplicity=3 fmax_ev_per_a=0.90 homo_lumo_gap_ev="6.515 / 6.858" charge=+1 s_squared=2.02
Mo 1.507 1.201 -0.459 1.179
O 2.003 1.133 -2.947 -1.002
P 3.479 1.582 -2.490 2.542
O 4.611 1.175 -3.286 -1.007
O 3.301 0.985 -0.992 -0.912
O 3.308 3.159 -2.308 -1.078
P 2.547 3.998 -1.127 2.540
O 3.446 3.641 0.148 -1.011
O 2.456 5.418 -1.407 -1.045
O 1.239 3.178 -0.844 -1.078
H 1.827 1.026 -3.887 0.556
H 4.187 4.246 0.234 0.529
C -0.083 2.414 -5.467 -0.601
C -1.131 3.010 -4.534 -0.243
C -2.535 2.850 -5.131 -0.593
C -1.130 2.422 -3.142 0.066
C -1.349 3.237 -2.047 -0.250
C -1.465 2.731 -0.762 0.119
C -2.018 3.677 0.282 -0.274
C -3.548 3.696 0.121 -0.586
C -1.506 5.114 0.177 -0.615
C -1.261 1.338 -0.518 -0.144
C -1.318 0.483 -1.676 0.082
C -1.133 1.049 -2.931 -0.242
C -1.841 -0.949 -1.688 -0.294
C -3.287 -0.938 -2.218 -0.586
C -1.020 -1.894 -2.574 -0.604
C -1.542 0.790 0.880 -0.006
C -2.858 0.382 1.094 -0.234
C -3.288 -0.195 2.276 -0.110
C -2.388 -0.380 3.309 -0.212
C -1.083 0.045 3.143 -0.195
C -0.632 0.632 1.957 -0.362
P 1.141 1.146 2.001 1.141
C 1.270 2.715 3.053 -0.293
C 0.463 2.563 4.353 -0.627
C 2.734 3.073 3.347 -0.628
C 0.673 3.911 2.323 -0.626
C 2.252 -0.169 2.834 -0.284
C 1.873 -1.612 2.486 -0.610
C 3.662 0.075 2.268 -0.626
C 2.304 -0.117 4.372 -0.618
H -0.066 2.963 -6.407 0.235
H -0.294 1.369 -5.704 0.203
H 0.922 2.481 -5.046 0.190
H -0.926 4.079 -4.432 0.217
H -2.802 1.794 -5.201 0.203
H -2.579 3.274 -6.134 0.223
H -3.286 3.347 -4.518 0.217
H -1.465 4.302 -2.200 0.231
H -1.818 3.263 1.269 0.212
H -3.817 4.028 -0.883 0.210
H -3.985 4.395 0.834 0.223
H -4.001 2.721 0.288 0.206
H -2.037 5.652 -0.608 0.213
H -0.442 5.186 -0.040 0.228
H -1.705 5.645 1.107 0.223
H -1.136 0.391 -3.790 0.216
H -1.871 -1.333 -0.673 0.241
H -3.344 -0.444 -3.188 0.207
H -3.985 -0.444 -1.548 0.205
H -3.629 -1.965 -2.347 0.223
H -1.309 -1.796 -3.621 0.212
H -1.208 -2.928 -2.289 0.232
H 0.055 -1.714 -2.522 0.208
H -3.567 0.521 0.293 0.220
H -4.320 -0.495 2.384 0.221
H -2.694 -0.838 4.238 0.229
H -0.395 -0.087 3.962 0.219
H 0.756 1.735 4.990 0.219
H -0.605 2.485 4.152 0.223
H 0.621 3.482 4.920 0.233
H 3.281 2.338 3.922 0.213
H 2.717 3.994 3.932 0.229
H 3.283 3.275 2.431 0.233
H -0.407 3.860 2.310 0.214
H 1.037 4.030 1.309 0.234
H 0.946 4.806 2.883 0.231
H 2.225 -1.901 1.501 0.212
H 0.808 -1.816 2.558 0.229
H 2.388 -2.259 3.197 0.229
H 3.704 -0.093 1.190 0.224
H 4.334 -0.650 2.730 0.233
H 4.052 1.069 2.472 0.224
H 1.386 -0.476 4.832 0.211
H 2.548 0.845 4.800 0.217
H 3.092 -0.811 4.672 0.230
C -0.693 -7.525 -0.939 -0.595
C -0.296 -6.752 0.325 -0.083
C -1.541 -6.566 1.189 -0.607
C 0.732 -7.566 1.120 -0.595
C 0.324 -5.413 -0.075 0.025
C 1.472 -5.410 -0.884 -0.204
C 2.108 -4.246 -1.296 -0.215
C 1.546 -3.066 -0.863 0.182
O 1.949 -1.764 -1.118 -0.748
B 1.020 -0.968 -0.458 0.945
O 0.080 -1.736 0.204 -0.780
C 0.421 -3.048 -0.074 0.291
C -0.217 -4.196 0.343 -0.288
H -1.157 -8.472 -0.667 0.216
H 0.169 -7.747 -1.566 0.209
H -1.405 -6.956 -1.537 0.211
H -1.953 -7.542 1.445 0.223
H -2.320 -6.009 0.666 0.208
H -1.316 -6.050 2.123 0.207
H 0.297 -8.518 1.427 0.216
H 1.048 -7.032 2.016 0.211
H 1.620 -7.783 0.528 0.209
H 1.887 -6.354 -1.204 0.222
H 2.990 -4.265 -1.919 0.240
H -1.097 -4.136 0.964 0.236